Entry 1:
A structure of composition C34H23N4O4RuS, computed with ωB97M-V/def2-TZVPD.

Calculated values
2S+1: 2
expectation value of S²: 0.78
LUMO level (alpha / beta): -0.0194 / -0.0211 Ha
gap between HOMO and LUMO (alpha / beta): 5.03 / 6.66 eV

XYZ file:
```
67
C34H23N4O4RuS (ωB97M-V/def2-TZVPD)
Ru 0.399 -1.268 -0.196
O 1.776 2.647 -0.187
C 1.275 1.431 -0.007
O 1.404 0.535 -0.840
C 0.581 1.170 1.260
C 0.392 2.026 2.333
C -0.262 1.533 3.451
C -0.696 0.208 3.466
C -0.476 -0.596 2.368
N 0.154 -0.102 1.293
C -0.861 -2.069 2.233
O -1.411 -2.608 3.178
O -0.564 -2.591 1.093
H 2.194 2.669 -1.062
H 0.744 3.046 2.282
H -0.434 2.171 4.306
H -1.205 -0.219 4.319
N 3.353 -4.358 0.215
C 3.295 -4.728 1.582
C 3.455 -6.050 1.973
C 3.373 -6.381 3.316
C 3.088 -5.409 4.264
C 2.896 -4.095 3.869
C 3.038 -3.751 2.533
S 2.910 -2.095 1.956
N 2.152 -2.355 0.455
C 2.467 -3.390 -0.234
C 1.807 -3.538 -1.545
C 2.199 -4.454 -2.512
C 1.508 -4.507 -3.709
C 0.434 -3.654 -3.900
C 0.104 -2.762 -2.895
N 0.784 -2.689 -1.748
H 3.404 -5.162 -0.392
H 3.645 -6.815 1.229
H 3.514 -7.410 3.618
H 3.000 -5.675 5.308
H 2.641 -3.330 4.591
H 3.047 -5.106 -2.348
H 1.804 -5.207 -4.479
H -0.150 -3.665 -4.809
H -0.735 -2.082 -2.984
C -1.303 -0.754 -0.935
C -2.429 -0.644 -1.419
C -3.697 -0.579 -1.992
C -4.859 -0.517 -1.112
C -4.778 -1.019 0.198
C -5.857 -0.944 1.058
C -7.049 -0.357 0.646
C -7.143 0.156 -0.640
C -6.067 0.078 -1.508
C -3.791 -0.620 -3.447
C -2.721 -0.177 -4.242
C -2.769 -0.265 -5.622
C -3.881 -0.806 -6.257
C -4.945 -1.259 -5.487
C -4.904 -1.167 -4.107
H -3.854 -1.483 0.520
H -5.771 -1.351 2.058
H -7.892 -0.296 1.322
H -8.060 0.631 -0.967
H -6.148 0.507 -2.498
H -1.856 0.249 -3.749
H -1.935 0.099 -6.211
H -3.917 -0.876 -7.337
H -5.810 -1.698 -5.968
H -5.728 -1.551 -3.520
```

natural (NBO) atomic charge list, values in e, 4 entries: 0.604, -0.646, 0.776, -0.545


Entry 2:
A cluster of 2 separate species, C2H2Cl3NS in total, computed with ωB97M-V/def2-TZVPD.

Calculated values
LUMO level: 0.0054 Ha
gap between HOMO and LUMO: 9.18 eV

XYZ file:
```
9
C2H2Cl3NS (ωB97M-V/def2-TZVPD)
C 0.444 2.409 -0.937
C -0.654 -1.428 0.589
N 1.113 1.652 -0.368
S 2.222 0.584 0.094
Cl -2.401 -1.402 0.823
Cl 0.130 -2.614 1.552
Cl -0.335 -1.847 -1.122
H -0.134 -0.401 0.548
H -0.385 3.047 -1.179
```

natural (NBO) atomic charge list, values in e, 4 entries: 0.151, -0.327, -0.388, -0.002


Entry 3:
A cluster of 5 separate species, H10O5 in total, computed with ωB97M-V/def2-TZVPD.

Calculated values
2S+1: 2
expectation value of S²: 0.75
net charge: -1
LUMO level (alpha / beta): 0.1406 / 0.1410 Ha
gap between HOMO and LUMO (alpha / beta): 3.14 / 11.34 eV

XYZ file:
```
15
H10O5 (ωB97M-V/def2-TZVPD)
O 20.532 2.621 -11.403
H 20.066 1.975 -10.872
H 20.101 2.586 -12.257
O 20.915 6.028 -11.732
H 21.049 5.119 -11.999
H 20.966 6.007 -10.776
O 21.749 3.085 -14.329
H 22.323 2.715 -14.999
H 22.333 3.596 -13.768
O 23.221 7.471 -11.929
H 22.479 6.893 -11.754
H 23.390 7.369 -12.865
O 19.597 8.381 -12.884
H 20.224 7.736 -12.557
H 19.123 8.672 -12.105
```

natural (NBO) atomic charge list, values in e, 4 entries: -1.119, 0.416, 0.462, -1.121


Entry 4:
An isolated molecule of C4H6N2, computed with ωB97M-V/def2-TZVPD.

Calculated values
2S+1: 3
expectation value of S²: 2.01
LUMO level (alpha / beta): 0.0226 / -0.0735 Ha
gap between HOMO and LUMO (alpha / beta): 6.08 / 8.77 eV

XYZ file:
```
12
C4H6N2 (ωB97M-V/def2-TZVPD)
C 0.201 2.677 -0.772
C -0.347 0.281 0.294
C 0.598 -0.595 -0.109
C 0.340 -2.062 0.434
N 0.341 3.784 -1.025
N -0.537 1.582 -0.352
H -1.105 -0.161 0.813
H 1.395 -0.301 -0.689
H 0.201 -2.844 -0.379
H -0.711 -2.075 0.968
H 1.061 -2.340 1.183
H -1.438 2.055 -0.365
```

natural (NBO) atomic charge list, values in e, 4 entries: 0.397, -0.077, -0.160, -0.664


Entry 5:
An isolated molecule of CH4N2O2, computed with ωB97M-V/def2-TZVPD.

Calculated values
LUMO level: 0.0247 Ha
gap between HOMO and LUMO: 9.45 eV

XYZ file:
```
9
CH4N2O2 (ωB97M-V/def2-TZVPD)
C 0.396 -0.614 -0.274
H -1.086 -1.115 2.071
H -0.337 0.947 0.517
H 0.281 -1.763 -0.215
H 1.037 2.013 -1.728
N -0.236 0.013 0.748
N 0.783 0.007 -1.363
O -1.456 -0.780 1.264
O 0.619 1.292 -1.020
```

natural (NBO) atomic charge list, values in e, 4 entries: 0.154, 0.471, 0.392, 0.199


Entry 6:
A cluster of 2 separate species, C9H14 in total, computed with ωB97M-V/def2-TZVPD.

Calculated values
LUMO level: 0.0361 Ha
gap between HOMO and LUMO: 9.82 eV

XYZ file:
```
23
C9H14 (ωB97M-V/def2-TZVPD)
C 0.814 -1.531 -1.354
C -1.269 -1.501 0.020
C 0.106 -1.506 -0.096
C -2.063 -1.272 1.152
C 0.800 -1.437 1.124
C -1.273 -1.128 2.394
C 0.055 -1.231 2.353
H -1.736 -1.686 -0.937
H -3.092 -1.335 1.357
H 1.844 -1.190 -1.402
H 0.359 -1.133 -2.182
H 1.809 -1.740 1.119
H -1.671 -1.162 3.416
H 0.746 -0.934 3.188
H 0.767 -2.612 -1.675
C 0.850 3.112 -0.542
C 0.057 2.154 -1.505
H 1.240 2.587 0.231
H 1.574 3.628 -1.106
H 0.404 4.129 -0.272
H 0.525 2.182 -2.547
H 0.167 1.133 -1.209
H -1.015 2.471 -1.529
```

natural (NBO) atomic charge list, values in e, 4 entries: -0.645, -0.201, -0.037, -0.204


Entry 7:
A cluster of 2 separate species, C2H6ClN2 in total, computed with ωB97M-V/def2-TZVPD.

Calculated values
net charge: +1
LUMO level: -0.1862 Ha
gap between HOMO and LUMO: 8.34 eV

XYZ file:
```
11
C2H6ClN2 (ωB97M-V/def2-TZVPD)
C 1.280 -0.507 0.054
C -1.934 0.083 0.547
N 2.298 -1.198 -0.243
N -1.561 1.124 -0.157
Cl 1.433 1.196 -0.365
H -3.014 -0.121 0.926
H -1.116 -0.587 0.889
H 3.238 -0.863 -0.556
H 2.117 -2.106 0.025
H -2.212 1.751 -0.707
H -0.528 1.228 -0.413
```

natural (NBO) atomic charge list, values in e, 4 entries: 0.020, 0.131, -0.719, -0.622


Entry 8:
A cluster of 7 separate species, ClH12O6 in total, computed with ωB97M-V/def2-TZVPD.

Calculated values
net charge: -1
LUMO level: 0.1219 Ha
gap between HOMO and LUMO: 9.60 eV

XYZ file:
```
19
ClH12O6 (ωB97M-V/def2-TZVPD)
Cl 0.420 0.009 0.325
O -2.029 1.510 -0.781
H -1.635 1.842 -1.588
H -1.315 1.053 -0.336
O -0.563 -2.245 -2.140
H -0.247 -1.648 -1.462
H 0.079 -2.954 -2.154
O 1.915 0.683 -2.644
H 2.710 0.497 -2.144
H 1.200 0.481 -2.041
O -1.481 -2.666 1.316
H -1.606 -3.431 0.755
H -0.907 -2.089 0.812
O 2.567 2.910 1.442
H 3.434 2.705 1.092
H 2.002 2.214 1.106
O -1.904 0.355 2.795
H -1.272 0.175 2.099
H -1.366 0.598 3.549
```

natural (NBO) atomic charge list, values in e, 4 entries: -0.930, -0.974, 0.452, 0.491


Entry 9:
A structure of composition C2H3ClO2S, computed with ωB97M-V/def2-TZVPD.

Calculated values
LUMO level: -0.0994 Ha
gap between HOMO and LUMO: 7.83 eV

XYZ file:
```
9
C2H3ClO2S (ωB97M-V/def2-TZVPD)
C -1.243 0.354 -0.413
C -0.633 -0.326 0.533
O 0.981 -0.953 -1.308
O 1.737 -1.448 1.049
S 1.076 -0.648 0.063
Cl 1.930 1.974 0.064
H -2.278 0.665 -0.312
H -0.618 0.924 -1.205
H -0.953 -0.542 1.528
```

natural (NBO) atomic charge list, values in e, 4 entries: -0.267, -0.479, -0.820, -0.801


Entry 10:
An isolated molecule of C4H10NOS, computed with ωB97M-V/def2-TZVPD.

Calculated values
2S+1: 2
expectation value of S²: 0.75
LUMO level (alpha / beta): 0.0344 / -0.0675 Ha
gap between HOMO and LUMO (alpha / beta): 10.05 / 7.28 eV

XYZ file:
```
17
C4H10NOS (ωB97M-V/def2-TZVPD)
C -0.422 1.012 1.238
C 0.195 0.591 -0.084
C 1.204 -0.527 0.129
S 2.765 0.065 0.842
N -0.801 0.232 -1.113
C -1.223 -1.172 -1.118
O -1.539 -1.751 0.039
H -1.080 1.864 1.070
H 0.308 1.294 1.981
H -1.096 0.232 1.589
H 0.760 1.442 -0.468
H 1.474 -1.036 -0.792
H 0.833 -1.238 0.852
H 2.849 1.187 0.132
H -1.650 0.736 -0.886
H -0.463 -1.743 -1.657
H -2.117 -1.187 -1.755
```

natural (NBO) atomic charge list, values in e, 4 entries: -0.635, -0.060, -0.529, -0.031


Entry 11:
A structure of composition C16H18BrCuNSeSi, computed with ωB97M-V/def2-TZVPD.

Calculated values
net charge: -1
LUMO level: 0.0799 Ha
gap between HOMO and LUMO: 5.79 eV

XYZ file:
```
39
C16H18BrCuNSeSi (ωB97M-V/def2-TZVPD)
Cu -0.924 -0.080 1.061
Br -3.952 4.316 5.121
C -3.228 2.931 4.048
C -2.089 2.263 4.464
C -1.590 1.274 3.634
N -2.151 0.941 2.468
C -3.255 1.585 2.096
C -3.833 2.593 2.854
H -1.599 2.501 5.396
H -0.698 0.724 3.904
H -3.681 1.250 1.156
H -4.729 3.089 2.512
Se -2.901 -1.152 0.026
C -2.686 -1.386 -1.848
C -2.992 -2.606 -2.453
C -2.872 -2.780 -3.824
C -2.434 -1.740 -4.632
C -2.115 -0.523 -4.042
C -2.240 -0.350 -2.673
H -3.329 -3.426 -1.831
H -3.119 -3.741 -4.262
H -2.337 -1.878 -5.702
H -1.763 0.300 -4.653
H -1.983 0.599 -2.220
C 4.581 1.420 -0.247
Si 3.875 -0.308 0.023
C 4.846 -1.111 1.429
C 4.180 -1.304 -1.547
C 2.117 -0.227 0.420
C 0.920 -0.158 0.681
H 5.646 1.388 -0.492
H 4.453 2.029 0.651
H 4.056 1.920 -1.062
H 5.913 -1.161 1.197
H 4.486 -2.125 1.613
H 4.723 -0.541 2.352
H 5.244 -1.345 -1.796
H 3.647 -0.857 -2.389
H 3.813 -2.325 -1.430
```

natural (NBO) atomic charge list, values in e, 4 entries: 0.692, 0.049, -0.042, -0.299


Entry 12:
A cluster of 15 separate species, CH28O17 in total, computed with ωB97M-V/def2-TZVPD.

Calculated values
net charge: -2
LUMO level: 0.1825 Ha
gap between HOMO and LUMO: 8.57 eV

XYZ file:
```
46
CH28O17 (ωB97M-V/def2-TZVPD)
C 0.287 -0.148 -0.194
O -0.713 -0.495 0.702
O 0.194 0.961 -0.791
O 1.378 -0.882 -0.211
O -0.556 2.850 -3.318
H -0.782 3.048 -2.419
H 0.409 2.898 -3.301
O 1.090 2.402 1.694
H 1.353 3.261 1.376
H 0.797 1.947 0.943
O -3.148 -1.108 3.050
H -2.189 -1.005 2.954
H -3.314 -1.883 3.636
O -0.419 3.358 -0.629
H -0.237 2.399 -0.672
H 0.384 3.826 -0.901
O 2.635 1.765 -1.002
H 1.814 1.357 -0.832
H 2.882 1.834 -0.097
O -2.559 -0.310 -1.269
H -1.835 -0.213 -0.694
H -2.039 -0.177 -2.067
O -0.530 -0.249 -3.222
H -0.328 0.357 -3.960
H -0.212 0.201 -2.461
O -2.053 -2.917 0.388
H -3.007 -2.789 0.444
H -1.794 -1.983 0.478
O 3.582 -0.301 1.078
H 2.763 -0.487 0.643
H 3.564 0.465 1.631
O -0.299 -0.585 3.146
H -0.316 -1.521 3.311
H -0.239 -0.471 2.158
O 0.136 -3.306 -0.983
H -0.751 -3.284 -0.519
H 0.635 -2.542 -0.662
O 1.482 -2.551 2.022
H 1.403 -1.959 1.235
H 2.043 -1.993 2.523
O -2.396 1.374 1.371
H -1.949 1.940 1.962
H -1.766 0.749 1.000
O 1.833 -1.441 -2.686
H 0.955 -1.263 -3.066
H 1.810 -1.146 -1.772
```

natural (NBO) atomic charge list, values in e, 4 entries: 1.017, -0.921, -0.866, -0.873


Results for energy above the lowest of the compared OMol25 structures with the same formula, charge and spin: 0.00, 44.05, 13.78, 50.13, 100.82, 49.69, 67.51, 10.26, 63.68, 2.40, 4.09, 6.85 (in kcal/mol, following the order of the records).
Results for max |F|: 1.7, 2.6, 1.2, 8.0, 7.1, 5.2, 2.9, 1.2, 2.5, 1.5, 0.7, 4.9 (in eV Å⁻¹, following the order of the records).